{
  "formula": "C4HNO",
  "method": "ωB97M-V/def2-TZVPD",
  "species": ["O", "C", "C", "C", "C", "N", "H"],
  "coordinates": [[-2.1498, 0.8266, 1.3479], [-1.0271, 0.6272, 1.1616], [0.9122, -0.3235, -0.5283], [0.4992, -0.7724, -1.5694], [0.3385, 0.6206, 1.4196], [1.2773, 0.1955, 0.6629], [0.1497, -1.1740, -2.4943]],
  "lowdin_charge": [0.2073, -0.1288, -0.2320, 0.1339, -0.0430, 0.0320, 0.0307],
  "total_charge": 0,
  "orbital_gap_ev": 7.89,
  "e_above_lowest_kcal_mol": 51.9,
  "smiles": "C#CN=C=C=O"
}


{
  "formula": "C31H42GeN6O2Sr",
  "method": "ωB97M-V/def2-TZVPD",
  "species": ["Sr", "N", "C", "C", "C", "C", "N", "C", "N", "N", "C", "O", "O", "H", "H", "H", "H", "H", "H", "H", "H", "H", "H", "H", "H", "H", "H", "C", "C", "N", "C", "C", "N", "C", "C", "H", "H", "H", "H", "H", "H", "H", "H", "H", "H", "H", "H", "C", "Ge", "C", "C", "C", "C", "C", "C", "C", "C", "C", "C", "C", "C", "C", "C", "C", "C", "C", "C", "H", "H", "H", "H", "H", "H", "H", "H", "H", "H", "H", "H", "H", "H", "H", "H"],
  "coordinates": [[-0.0788, 0.3406, -0.5532], [-0.1763, -2.1378, -1.7066], [0.1481, -3.0708, -0.6208], [0.1003, -4.5213, -1.0755], [0.3156, -5.6086, -0.0136], [-0.6243, -5.5623, 1.1992], [-0.4071, -4.4452, 2.1443], [0.7014, -4.2573, 2.8484], [1.5360, -5.2752, 3.0855], [0.9185, -3.0785, 3.4449], [1.3881, -2.5638, 0.1414], [2.2683, -3.3653, 0.4711], [1.3246, -1.3284, 0.4816], [-1.1319, -2.3037, -2.0235], [0.4300, -2.2776, -2.5097], [-0.6866, -2.9405, 0.0705], [0.8279, -4.6634, -1.8786], [-0.8899, -4.6662, -1.5226], [1.3542, -5.5841, 0.3132], [0.1464, -6.5775, -0.4896], [-0.5586, -6.4951, 1.7647], [-1.6604, -5.4820, 0.8725], [-1.0205, -3.6494, 2.0685], [1.4380, -6.0933, 2.5077], [2.4923, -5.0287, 3.2889], [0.5467, -2.2614, 2.9713], [1.8549, -2.9232, 3.7824], [2.1780, 2.7708, 0.4573], [2.7719, 3.8698, 1.3821], [1.9437, 4.0216, 2.5776], [1.8987, 2.7463, 3.2901], [1.3068, 1.6416, 2.3748], [0.9593, 2.2114, 1.0637], [-0.0281, 3.2909, 1.2552], [0.5806, 4.3883, 2.1690], [2.8890, 1.9550, 0.3031], [1.9122, 3.1770, -0.5213], [2.8148, 4.8328, 0.8710], [3.7863, 3.6160, 1.6950], [1.2936, 2.8799, 4.1883], [2.9125, 2.4951, 3.6084], [0.3932, 1.2188, 2.7992], [2.0133, 0.8244, 2.2103], [-0.9368, 2.8418, 1.6554], [-0.3076, 3.6699, 0.2718], [-0.0185, 4.5293, 3.0698], [0.6297, 5.3499, 1.6559], [-2.3832, 1.1652, -0.1451], [-3.1292, 0.6935, -1.8079], [-4.8984, 1.4344, -2.3268], [-5.5400, 2.2969, -1.4402], [-6.8008, 2.8130, -1.7281], [-7.4334, 2.4797, -2.9190], [-6.8053, 1.6255, -3.8178], [-5.5499, 1.1068, -3.5183], [-1.7798, 1.3477, -3.1454], [-0.8596, 0.5540, -3.8412], [0.1820, 1.1123, -4.5865], [0.3202, 2.4897, -4.6569], [-0.5810, 3.3026, -3.9741], [-1.6047, 2.7383, -3.2239], [-3.3908, -1.2689, -2.3137], [-3.0904, -1.8963, -3.5284], [-3.1596, -3.2825, -3.6830], [-3.5533, -4.0812, -2.6186], [-3.8927, -3.4800, -1.4075], [-3.8023, -2.0999, -1.2626], [-3.1062, 0.8968, 0.6469], [-5.0310, 2.5582, -0.5168], [-7.2897, 3.4775, -1.0249], [-8.4131, 2.8825, -3.1473], [-7.2955, 1.3622, -4.7479], [-5.0760, 0.4274, -4.2204], [-0.9495, -0.5241, -3.8068], [0.8743, 0.4690, -5.1178], [1.1189, 2.9290, -5.2416], [-0.4794, 4.3804, -4.0240], [-2.2788, 3.3814, -2.6689], [-2.8103, -1.2977, -4.3877], [-2.9135, -3.7328, -4.6376], [-3.6179, -5.1567, -2.7363], [-4.2344, -4.0909, -0.5774], [-4.0258, -1.6480, -0.2997]],
  "lowdin_charge": [1.2381, 0.0141, -0.3246, -0.1384, -0.1740, -0.1378, 0.1090, -0.4495, 0.2217, 0.2163, -0.6523, 0.0041, -0.2429, 0.0508, 0.1000, 0.1228, 0.1262, 0.1055, 0.0913, 0.1172, 0.1172, 0.1281, 0.1512, 0.1091, 0.1327, 0.1203, 0.1279, -0.1587, -0.1536, -0.1656, -0.1566, -0.1637, -0.2722, -0.1674, -0.1446, 0.1162, 0.1164, 0.1149, 0.1137, 0.1142, 0.1129, 0.1163, 0.1055, 0.0942, 0.1093, 0.1146, 0.1142, -0.5228, 0.6954, -0.2750, -0.1197, -0.1043, -0.1148, -0.1072, -0.1137, -0.2971, -0.1589, -0.1051, -0.1096, -0.0946, -0.1118, -0.2691, -0.1430, -0.1062, -0.1303, -0.1157, -0.1306, -0.1731, 0.0837, 0.0927, 0.0920, 0.0927, 0.0903, 0.0603, 0.0967, 0.0958, 0.0980, 0.1006, 0.0892, 0.0965, 0.0933, 0.0906, 0.0906],
  "total_charge": 0,
  "orbital_gap_ev": 4.13,
  "e_above_lowest_kcal_mol": 64.8
}


{
  "formula": "C48H55FN5O3S5Ta",
  "method": "ωB97M-V/def2-TZVPD",
  "species": ["Ta", "C", "C", "S", "C", "C", "S", "C", "C", "S", "H", "H", "H", "H", "H", "H", "H", "H", "H", "H", "H", "H", "F", "C", "C", "C", "C", "O", "C", "C", "N", "C", "C", "C", "C", "C", "C", "N", "C", "C", "N", "C", "C", "C", "O", "O", "H", "H", "H", "H", "H", "H", "H", "H", "H", "H", "H", "H", "H", "H", "H", "H", "H", "H", "S", "C", "N", "C", "C", "N", "C", "C", "C", "C", "C", "C", "C", "C", "S", "C", "C", "C", "C", "C", "C", "C", "H", "H", "H", "H", "H", "H", "H", "H", "H", "H", "H", "H", "H", "H", "H", "H", "H", "H", "C", "C", "C", "C", "C", "C", "C", "H", "H", "H", "H", "H", "H", "H"],
  "coordinates": [[-1.6157, 0.0375, -0.6518], [-5.1539, -0.3949, 0.7162], [-4.5768, 0.5912, 1.7234], [-2.7771, 0.3454, 1.7662], [-2.1576, 1.9879, 2.2064], [-2.3754, 3.0064, 1.1013], [-1.6351, 2.4524, -0.4724], [-5.0374, 2.6474, -1.9123], [-5.7230, 1.4850, -1.2122], [-4.6391, 0.0243, -0.9712], [-4.8123, -1.4140, 0.9034], [-6.2426, -0.4147, 0.7603], [-4.8147, 1.6176, 1.4474], [-4.9549, 0.4058, 2.7288], [-2.6359, 2.2888, 3.1397], [-1.0923, 1.8543, 2.3963], [-3.4334, 3.2276, 0.9559], [-1.8838, 3.9442, 1.3597], [-4.1849, 3.0070, -1.3412], [-5.7538, 3.4497, -2.0869], [-6.0896, 1.8219, -0.2426], [-6.5873, 1.1461, -1.7843], [2.6102, -0.2146, 4.7026], [2.1068, -1.2938, 4.0864], [1.2432, -1.0887, 3.0578], [0.6968, -2.1650, 2.3401], [-0.1912, -1.9138, 1.2406], [-0.4588, -0.6951, 0.8925], [-0.7211, -3.0406, 0.6017], [-0.2944, -4.2970, 0.9891], [0.5536, -4.5502, 1.9807], [0.8535, -5.9793, 2.1712], [1.0164, -6.6833, 3.4807], [2.1881, -6.5470, 2.5352], [1.0729, -3.4747, 2.7092], [1.9563, -3.6513, 3.7830], [2.5081, -2.5915, 4.4968], [3.3851, -2.8073, 5.5448], [3.7920, -1.7408, 6.4702], [4.5939, -2.3266, 7.6309], [4.0212, -3.6577, 8.0163], [4.1867, -4.6770, 6.9048], [4.2930, -3.9454, 5.5672], [-1.6832, -3.0075, -0.5211], [-2.0189, -3.9216, -1.1972], [-2.2047, -1.7520, -0.7201], [1.0042, -0.0732, 2.7750], [-0.6801, -5.1469, 0.4415], [0.3056, -6.5282, 1.4221], [0.5360, -7.6480, 3.5592], [0.9977, -6.1158, 4.3981], [2.5018, -7.4203, 1.9816], [2.9959, -5.8755, 2.7833], [2.2065, -4.6463, 4.0933], [2.9015, -1.2460, 6.8583], [4.4165, -0.9802, 5.9973], [4.5597, -1.6654, 8.4937], [5.6372, -2.5007, 7.3769], [3.0301, -3.5484, 8.2371], [4.4677, -3.9968, 8.8708], [3.3197, -5.3325, 6.9443], [5.0821, -5.2582, 7.1152], [4.0745, -4.6462, 4.7676], [5.3198, -3.6088, 5.3957], [-4.4016, 1.9946, -3.5050], [-2.7702, 2.5982, -3.6241], [-2.4036, 3.8309, -3.7073], [-1.0080, 4.0909, -4.0997], [-0.6863, 3.1787, -5.2574], [-0.8567, 1.7838, -4.8249], [-0.0226, 0.7648, -5.5387], [1.4459, 1.0837, -5.5320], [2.2542, 0.6515, -4.4853], [3.6101, 0.9387, -4.4888], [4.1669, 1.6526, -5.5410], [3.3707, 2.0664, -6.5994], [2.0139, 1.7783, -6.5971], [-1.7502, 1.5069, -3.9167], [-1.9937, -0.0398, -3.2233], [-3.3135, 5.0086, -3.6200], [-2.7883, 6.0457, -2.6626], [-3.0261, 5.9328, -1.2961], [-2.5569, 6.9003, -0.4228], [-1.8427, 7.9878, -0.9093], [-1.6135, 8.1140, -2.2709], [-2.0897, 7.1477, -3.1451], [-0.3551, 3.9145, -3.2417], [-0.9298, 5.1368, -4.3818], [0.3561, 3.2945, -5.5513], [-1.3227, 3.3725, -6.1260], [-0.4147, 0.7758, -6.5595], [-0.2505, -0.1970, -5.0898], [1.8340, 0.0509, -3.6877], [4.2379, 0.5868, -3.6808], [5.2269, 1.8675, -5.5493], [3.8084, 2.5972, -7.4338], [1.4042, 2.0714, -7.4458], [-4.2969, 4.6402, -3.3506], [-3.3653, 5.4066, -4.6361], [-3.6170, 5.1085, -0.9137], [-2.7713, 6.8275, 0.6357], [-1.4878, 8.7501, -0.2291], [-1.0847, 8.9752, -2.6556], [-1.9468, 7.2791, -4.2127], [0.4474, 0.2059, -1.3183], [1.1608, -1.1157, -1.3916], [2.2343, -1.3529, -0.5293], [2.8894, -2.5749, -0.5193], [2.4803, -3.5941, -1.3683], [1.4250, -3.3703, -2.2420], [0.7755, -2.1436, -2.2568], [0.5157, 0.7587, -2.2595], [0.9278, 0.8278, -0.5589], [2.5711, -0.5586, 0.1282], [3.7378, -2.7240, 0.1379], [3.0000, -4.5433, -1.3744], [1.1082, -4.1499, -2.9225], [-0.0416, -1.9978, -2.9525]],
  "lowdin_charge": [1.3026, -0.4844, -0.4451, 0.9255, -0.4690, -0.5749, 0.5637, -0.4612, -0.4654, 0.8511, 0.0872, 0.1061, 0.0713, 0.1059, 0.1073, 0.0829, 0.0591, 0.0829, 0.0215, 0.1014, 0.0924, 0.0986, 0.0928, -0.1720, 0.0936, -0.0542, -0.2518, -0.2841, -0.0246, 0.0784, 0.0791, -0.2002, -0.0548, -0.0577, -0.0703, 0.0714, -0.1085, -0.0615, -0.1102, -0.0724, 0.0813, -0.0503, -0.1120, -0.4788, 0.1965, -0.2889, 0.1411, 0.1629, 0.1499, 0.1226, 0.0974, 0.1218, 0.0903, 0.0729, 0.1390, 0.1415, 0.1510, 0.1439, 0.1890, 0.1941, 0.1393, 0.1475, 0.1219, 0.1445, 1.0391, -0.4919, -0.0183, -0.0475, -0.0479, -0.0242, -0.0512, -0.2345, -0.0285, -0.0476, -0.0436, -0.0402, -0.0469, -0.5973, 0.7289, -0.0395, -0.2235, -0.0469, -0.0559, -0.0406, -0.0353, -0.0363, 0.1535, 0.1371, 0.1370, 0.1666, 0.1564, 0.0937, 0.0835, 0.1140, 0.1208, 0.1223, 0.1258, 0.1020, 0.1583, 0.0894, 0.1134, 0.1225, 0.1241, 0.1239, -0.3117, -0.3191, -0.0531, -0.0629, -0.0633, -0.0492, -0.0758, 0.0320, 0.0638, 0.1216, 0.1130, 0.1145, 0.1235, 0.0813],
  "total_charge": 4,
  "orbital_gap_ev": 6.12,
  "e_above_lowest_kcal_mol": 2.7
}


{
  "formula": "C4H16NO2",
  "method": "ωB97M-V/def2-TZVPD",
  "species": ["C", "C", "C", "C", "N", "H", "H", "H", "H", "H", "H", "H", "H", "H", "H", "H", "H", "H", "H", "O", "H", "H", "O"],
  "coordinates": [[0.9261, -0.7259, -1.6055], [0.3200, 0.4742, -0.7708], [-0.3248, 1.3932, -1.8047], [-1.4374, 2.3341, -1.3516], [-0.7958, -0.1662, 0.0757], [1.3963, -1.5069, -1.0463], [1.6024, -0.3408, -2.3402], [0.1663, -1.2284, -2.1415], [0.8581, 1.0963, 0.0505], [0.4498, 1.9231, -2.2887], [-0.9429, 0.9003, -2.5633], [-2.0006, 2.8795, -2.1253], [-2.2899, 1.6426, -1.0215], [-0.9539, 3.2015, -0.7618], [-0.9841, 0.3332, 0.8994], [-1.5511, -0.2411, -0.5874], [-0.4959, -1.0866, 0.4085], [0.9432, -2.2296, 4.2172], [1.3072, -0.9838, 4.8635], [0.6809, -1.3083, 4.1380], [1.1360, -1.5969, 2.5074], [1.1174, -2.8053, 1.6812], [0.8728, -1.9580, 1.5670]],
  "lowdin_charge": [-0.0182, -0.2669, -0.2609, -0.1068, 0.2030, 0.0653, 0.0875, 0.0764, 0.1890, 0.1108, 0.1242, 0.0824, 0.0924, 0.1141, 0.1426, 0.1442, 0.1143, 0.0524, 0.1183, -0.0631, 0.0662, -0.0181, -0.0492],
  "total_charge": 1,
  "orbital_gap_ev": 12.14,
  "e_above_lowest_kcal_mol": 47.0
}


Number 1: E -282.83451 Ha, strongest force on any atom 1.1 eV/Å. Number 2: E -3793.04952 Ha, strongest force on any atom 0.9 eV/Å. Number 3: E -4508.23332 Ha, strongest force on any atom 0.7 eV/Å. Number 4: E -366.95457 Ha, strongest force on any atom 5.5 eV/Å.